Entry 1:
# C22H46O

A single C22H46O molecule (the ωB97M-V functional and the def2-TZVPD basis, OMol25).

Computed properties:
E_tot in eV: -25609.1389
LUMO level in eV: 1.01
Relative energy (zero: lowest compared OMol25 entry of this formula, charge and spin) in kcal/mol: 0.0
SMILES: CCCCCCCCCCCCCCCCCCCCCCO

Element x y z (Å)
1 C -5.745 -2.384 0.096
2 C -4.438 -2.179 -0.662
3 C -3.221 -2.362 0.240
4 C -1.912 -2.148 -0.515
5 C -0.691 -2.345 0.380
6 C 0.615 -2.126 -0.379
7 C 1.840 -2.305 0.514
8 C 3.137 -2.014 -0.236
9 C 4.358 -2.106 0.677
10 C 5.677 -1.756 -0.018
11 C 5.743 -0.337 -0.589
12 C 5.686 0.752 0.482
13 C 5.421 2.149 -0.085
14 C 4.047 2.327 -0.737
15 C 2.877 2.068 0.211
16 C 1.529 2.265 -0.479
17 C 0.361 1.928 0.444
18 C -0.989 2.109 -0.245
19 C -2.155 1.763 0.678
20 C -3.505 1.998 0.007
21 C -4.673 1.671 0.934
22 H -4.604 0.627 1.253
23 C -6.025 1.901 0.254
24 O -6.223 1.087 -0.875
25 H -6.142 0.164 -0.604
26 H -6.089 2.928 -0.113
27 H -6.834 1.743 0.984
28 H -4.624 2.297 1.828
29 H -3.581 1.386 -0.894
30 H -3.579 3.044 -0.301
31 H -2.092 2.375 1.582
32 H -2.076 0.717 0.982
33 H -1.088 3.145 -0.577
34 H -1.030 1.474 -1.133
35 H 0.404 2.569 1.328
36 H 0.457 0.893 0.783
37 H 1.439 3.300 -0.817
38 H 1.482 1.627 -1.366
39 H 2.950 2.740 1.069
40 H 2.924 1.044 0.585
41 H 3.977 3.352 -1.110
42 H 3.959 1.667 -1.602
43 H 6.189 2.383 -0.827
44 H 5.517 2.873 0.727
45 H 4.911 0.518 1.210
46 H 6.637 0.768 1.020
47 H 6.674 -0.231 -1.152
48 H 4.926 -0.205 -1.297
49 H 5.838 -2.463 -0.836
50 H 6.492 -1.889 0.697
51 H 4.210 -1.451 1.538
52 H 4.435 -3.126 1.063
53 H 3.068 -1.012 -0.661
54 H 3.248 -2.719 -1.064
55 H 1.860 -3.324 0.906
56 H 1.761 -1.627 1.369
57 H 0.670 -2.828 -1.214
58 H 0.620 -1.116 -0.798
59 H -0.741 -1.646 1.219
60 H -0.704 -3.356 0.794
61 H -1.896 -1.137 -0.929
62 H -1.861 -2.847 -1.353
63 H -3.277 -1.656 1.073
64 H -3.234 -3.369 0.664
65 H -4.386 -2.894 -1.486
66 H -4.413 -1.178 -1.099
67 H -5.822 -1.692 0.934
68 H -6.601 -2.237 -0.560
69 H -5.795 -3.395 0.496


Entry 2:
# C22H47AsAuO2Si4

A molecular structure, C22H47AsAuO2Si4 (the ωB97M-V functional and the def2-TZVPD basis, OMol25).

Computed properties:
E_tot in eV: -123716.9898
LUMO level (spin up / spin down) in eV: 2.72 / 2.72
Relative energy (zero: lowest compared OMol25 entry of this formula, charge and spin) in kcal/mol: 31.1
Total charge: -1
2S+1: 3

Element x y z (Å)
1 Au -0.047 -1.767 -0.109
2 C 2.769 -0.296 1.395
3 C 3.459 -0.980 0.247
4 C 4.801 -0.361 -0.103
5 O 3.017 -1.943 -0.334
6 H 3.396 -0.359 2.283
7 H 1.804 -0.753 1.600
8 H 2.610 0.753 1.146
9 H 4.712 0.719 -0.178
10 H 5.180 -0.766 -1.037
11 H 5.510 -0.590 0.691
12 C -2.080 -2.041 4.321
13 Si -0.668 -2.463 3.090
14 C -1.005 -4.261 2.511
15 C 0.957 -2.552 4.110
16 O -0.603 -1.439 1.888
17 H -2.085 -2.734 5.157
18 H -3.052 -2.102 3.841
19 H -1.978 -1.037 4.722
20 H -1.098 -4.968 3.331
21 H -0.198 -4.598 1.867
22 H -1.920 -4.305 1.927
23 H 0.892 -3.286 4.908
24 H 1.210 -1.595 4.559
25 H 1.784 -2.836 3.465
26 C 0.548 -2.156 -1.871
27 C 0.807 -3.141 -2.776
28 C -0.020 -4.307 -2.883
29 C 0.286 -5.318 -3.756
30 C 1.412 -5.245 -4.575
31 C 2.223 -4.113 -4.518
32 C 1.930 -3.084 -3.661
33 H -0.885 -4.373 -2.236
34 H -0.354 -6.191 -3.810
35 H 1.652 -6.055 -5.248
36 H 3.098 -4.058 -5.156
37 H 2.572 -2.216 -3.597
38 C -1.271 3.316 2.995
39 Si -0.449 3.588 1.281
40 C -1.209 5.248 0.649
41 C 1.379 4.070 1.656
42 As -0.389 1.415 0.314
43 Si -2.685 1.108 -0.037
44 C -3.428 0.256 1.500
45 C -3.730 2.707 -0.307
46 C -3.069 0.008 -1.558
47 Si 0.364 1.940 -1.867
48 C 0.042 0.634 -3.221
49 C 2.281 2.053 -1.785
50 C -0.234 3.638 -2.554
51 H -0.888 3.979 3.765
52 H -1.091 2.292 3.313
53 H -2.346 3.461 2.939
54 H -1.119 6.031 1.399
55 H -2.263 5.143 0.418
56 H -0.715 5.604 -0.250
57 H 1.463 4.882 2.373
58 H 1.896 4.377 0.750
59 H 1.906 3.210 2.064
60 H -3.623 0.967 2.298
61 H -2.711 -0.472 1.871
62 H -4.359 -0.265 1.287
63 H -3.792 3.287 0.609
64 H -4.744 2.471 -0.616
65 H -3.293 3.339 -1.075
66 H -2.312 -0.766 -1.661
67 H -3.090 0.588 -2.478
68 H -4.034 -0.484 -1.465
69 H 0.249 -0.368 -2.819
70 H 0.684 0.776 -4.088
71 H -0.986 0.646 -3.569
72 H 2.681 1.048 -1.683
73 H 2.605 2.635 -0.926
74 H 2.725 2.495 -2.674
75 H -1.307 3.747 -2.425
76 H -0.016 3.757 -3.612
77 H 0.245 4.452 -2.021


Entry 3:
# C22H47BrIN9O10P3

A molecular structure, C22H47BrIN9O10P3 (the ωB97M-V functional and the def2-TZVPD basis, OMol25).

Computed properties:
E_tot in eV: -163473.3506
LUMO level in eV: 2.16
Total charge: -1

Element x y z (Å)
1 C -3.818 1.289 2.937
2 C -4.452 0.958 1.971
3 C -5.069 0.194 0.874
4 C -4.011 -0.329 -0.132
5 C -2.975 -1.199 0.560
6 C -1.802 -1.677 -0.316
7 N -2.533 -2.260 -1.536
8 C -2.670 -3.467 -1.502
9 O -2.956 -4.599 -1.516
10 O -1.147 -2.797 0.217
11 P 0.381 -2.394 0.983
12 C 0.364 -4.152 1.730
13 C -0.335 -1.498 2.443
14 C -1.265 -1.919 3.298
15 P 2.401 -2.117 1.971
16 N 2.294 -2.788 3.551
17 O 2.764 -0.482 2.282
18 P 1.716 -3.391 -0.782
19 O 1.083 -4.919 -1.100
20 Br 3.880 -3.794 -0.095
21 O 0.457 -0.988 -0.025
22 C -0.712 -0.584 -0.698
23 O -1.173 0.565 -0.006
24 C -0.580 1.804 -0.325
25 C 0.750 2.074 0.368
26 N 0.701 1.874 1.810
27 C -0.253 2.684 2.520
28 C 0.038 4.220 2.587
29 C -0.982 5.027 1.791
30 O 1.387 4.530 2.267
31 C -0.445 -0.397 -2.199
32 I -2.109 0.576 -3.212
33 C 0.067 -1.643 -2.918
34 C -0.212 -1.717 -4.426
35 H -3.278 1.716 3.747
36 H -5.638 -0.652 1.262
37 H -5.720 0.897 0.348
38 H -3.544 0.560 -0.551
39 H -4.562 -0.843 -0.917
40 H -3.481 -2.134 0.839
41 H -2.639 -0.749 1.485
42 H 1.328 -4.652 1.622
43 H 0.126 -4.171 2.795
44 H -0.403 -4.734 1.218
45 H 0.054 -0.489 2.591
46 H -1.709 -2.906 3.214
47 H -1.649 -1.278 4.088
48 H 3.220 -3.053 3.871
49 H 1.818 -2.180 4.214
50 H 2.490 -0.266 3.184
51 H 0.222 -4.821 -1.524
52 H -0.455 2.022 -1.388
53 H -1.277 2.570 0.028
54 H 1.543 1.472 -0.076
55 H 1.007 3.107 0.113
56 H 1.623 1.946 2.212
57 H -1.270 2.537 2.151
58 H -0.265 2.319 3.553
59 H -0.109 4.513 3.636
60 H -1.942 4.919 2.304
61 H -1.121 4.656 0.775
62 H -0.756 6.097 1.787
63 H 1.401 5.232 1.611
64 H 0.342 0.353 -2.265
65 H 1.149 -1.671 -2.818
66 H -0.317 -2.565 -2.495
67 H -1.250 -1.980 -4.633
68 H 0.410 -2.506 -4.858
69 H 0.051 -0.786 -4.931
70 C 5.688 -1.709 5.047
71 O 5.013 -2.632 4.641
72 N 5.346 -0.981 6.158
73 N 6.841 -1.318 4.426
74 H 5.885 -0.213 6.507
75 H 4.502 -1.243 6.631
76 H 7.110 -1.828 3.605
77 H 7.411 -0.557 4.738
78 C -3.579 0.699 -7.458
79 O -2.930 1.727 -7.405
80 N -4.495 0.467 -8.457
81 N -3.461 -0.305 -6.543
82 H -5.042 -0.369 -8.525
83 H -4.609 1.184 -9.148
84 H -2.803 -0.184 -5.787
85 H -3.994 -1.152 -6.584
86 C 3.178 3.608 -2.399
87 O 2.158 3.492 -1.747
88 N 4.066 4.634 -2.200
89 N 3.524 2.723 -3.381
90 H 4.912 4.745 -2.724
91 H 3.843 5.298 -1.484
92 H 2.896 1.958 -3.549
93 H 4.360 2.796 -3.927


Entry 4:
# C22H47BrO9P

2 unconnected molecules or ions with the total composition C22H47BrO9P (the ωB97M-V functional and the def2-TZVPD basis, OMol25).

Computed properties:
E_tot in eV: -121325.7291
LUMO level in eV: -2.42
Total charge: +1

Element x y z (Å)
1 C 3.166 1.017 2.665
2 C 4.144 0.338 1.691
3 O 3.587 0.246 0.401
4 C 4.440 -0.450 -0.530
5 C 3.666 -1.643 -1.105
6 O 3.158 -1.452 -2.410
7 C 2.330 -0.311 -2.531
8 C 1.039 -0.381 -1.723
9 O -0.044 -0.973 -2.439
10 C -0.121 -2.355 -2.303
11 P -1.149 -2.913 -0.865
12 C -2.880 -2.348 -0.931
13 C -3.228 -0.997 -0.276
14 C -2.211 0.122 -0.491
15 C -2.660 1.489 0.077
16 O -4.072 1.609 0.149
17 C -4.538 1.616 1.429
18 O -5.382 0.925 1.776
19 C -1.212 -4.748 -1.072
20 C -1.081 -5.543 0.223
21 C 0.390 -5.724 0.654
22 Br -1.750 -7.361 -0.212
23 O -0.324 -2.480 0.428
24 C -1.047 -2.447 1.699
25 C -0.050 -2.611 2.864
26 C 1.384 -2.296 2.412
27 O -0.124 -3.889 3.457
28 H 2.905 0.363 3.496
29 H 3.647 1.877 3.120
30 H 2.249 1.303 2.154
31 H 5.045 0.963 1.681
32 H 4.442 -0.636 2.099
33 H 4.733 0.238 -1.322
34 H 5.291 -0.821 0.036
35 H 4.364 -2.479 -1.172
36 H 2.911 -1.960 -0.375
37 H 2.837 0.638 -2.340
38 H 2.022 -0.270 -3.577
39 H 1.203 -0.818 -0.737
40 H 0.742 0.651 -1.527
41 H 0.875 -2.789 -2.140
42 H -0.545 -2.805 -3.203
43 H -3.466 -3.120 -0.424
44 H -3.211 -2.387 -1.971
45 H -4.200 -0.684 -0.646
46 H -3.375 -1.122 0.798
47 H -2.110 0.257 -1.570
48 H -1.216 -0.114 -0.111
49 H -2.142 1.634 1.031
50 H -2.264 2.249 -0.595
51 H -4.084 2.350 2.117
52 H -2.166 -4.969 -1.554
53 H -0.443 -5.037 -1.789
54 H -1.719 -5.212 1.034
55 H 0.727 -6.694 0.309
56 H 1.017 -4.934 0.241
57 H 0.451 -5.757 1.738
58 H -1.447 -1.438 1.792
59 H -1.883 -3.143 1.754
60 H -0.287 -1.828 3.590
61 H 2.030 -2.169 3.281
62 H 1.764 -3.157 1.856
63 H 1.451 -1.367 1.851
64 H 0.781 -4.221 3.495
65 C -0.213 4.916 0.329
66 O -0.110 4.992 -1.081
67 C -1.359 5.253 -1.712
68 C -1.476 6.701 -2.141
69 O -1.544 7.568 -1.020
70 C -0.317 8.231 -0.755
71 H 0.794 4.900 0.743
72 H -0.748 5.774 0.743
73 H -0.725 3.990 0.619
74 H -2.192 4.980 -1.056
75 H -1.406 4.618 -2.603
76 H -2.407 6.826 -2.702
77 H -0.644 6.975 -2.797
78 H -0.131 8.997 -1.513
79 H 0.523 7.532 -0.725
80 H -0.403 8.715 0.216


Entry 5:
# C22H47Cl10N5O5

A molecular structure, C22H47Cl10N5O5 (the ωB97M-V functional and the def2-TZVPD basis, OMol25).

Computed properties:
E_tot in eV: -166486.5695
LUMO level in eV: 0.20

Element x y z (Å)
1 Cl 1.086 0.864 -1.338
2 C 0.562 0.988 0.368
3 C -0.389 -0.157 0.664
4 Cl -1.928 -0.113 -0.240
5 H 0.023 1.921 0.538
6 H 1.456 0.962 0.991
7 H -0.660 -0.061 1.716
8 H 0.103 -1.124 0.562
9 Cl -0.288 4.445 -1.040
10 C -2.070 4.423 -1.374
11 C -2.798 5.266 -0.303
12 Cl -2.640 4.391 1.256
13 H -2.479 3.436 -1.590
14 H -2.218 5.047 -2.255
15 H -3.845 5.290 -0.605
16 H -2.372 6.263 -0.194
17 Cl -6.350 1.238 2.709
18 C -6.316 2.037 1.175
19 C -5.354 1.364 0.229
20 Cl -5.689 1.710 -1.458
21 H -6.028 3.068 1.381
22 H -7.344 2.122 0.820
23 H -5.568 0.311 0.412
24 H -4.300 1.549 0.438
25 C 4.976 0.652 2.167
26 O 4.044 1.387 1.704
27 N 6.305 0.674 1.934
28 C 7.166 -0.434 2.532
29 C 7.027 1.477 0.953
30 H 4.655 -0.196 2.791
31 H 8.218 -0.190 2.685
32 H 7.266 -1.362 1.970
33 H 6.783 -0.815 3.479
34 H 6.621 1.341 -0.050
35 H 6.993 2.523 1.258
36 H 8.040 1.091 0.845
37 C -0.648 1.145 4.856
38 O -1.031 0.772 3.714
39 N -0.291 2.408 5.144
40 C 0.124 2.834 6.488
41 C -0.197 3.420 4.118
42 H -0.773 0.442 5.694
43 H 1.171 3.117 6.376
44 H -0.012 2.092 7.274
45 H -0.451 3.729 6.727
46 H 0.827 3.645 3.822
47 H -0.692 3.025 3.231
48 H -0.688 4.278 4.579
49 C 0.330 1.484 -5.872
50 O -0.442 1.223 -6.805
51 N 1.330 0.614 -5.488
52 C 2.118 0.917 -4.329
53 C 1.822 -0.614 -6.207
54 H 0.241 2.325 -5.166
55 H 2.015 0.177 -3.534
56 H 1.881 1.882 -3.882
57 H 3.128 1.025 -4.725
58 H 2.445 -0.212 -7.006
59 H 2.326 -1.210 -5.446
60 H 1.040 -1.248 -6.625
61 C -3.245 -5.122 2.889
62 O -4.424 -4.665 2.910
63 N -2.335 -4.716 1.965
64 C -0.970 -5.338 1.868
65 C -2.497 -3.750 0.844
66 H -2.803 -5.782 3.651
67 H -0.963 -6.229 1.240
68 H -0.678 -5.787 2.817
69 H -0.232 -4.602 1.550
70 H -2.714 -2.732 1.170
71 H -1.480 -3.620 0.473
72 H -3.180 -4.042 0.046
73 C -0.280 -2.128 -3.419
74 O 0.698 -2.843 -3.483
75 N -1.574 -2.530 -3.306
76 C -2.116 -3.837 -3.369
77 C -2.653 -1.555 -3.052
78 H -0.086 -1.051 -3.537
79 H -1.531 -4.728 -3.597
80 H -2.840 -3.799 -4.183
81 H -2.656 -4.003 -2.437
82 H -3.254 -1.543 -3.961
83 H -3.257 -1.875 -2.204
84 H -2.278 -0.544 -2.895
85 C 3.794 -2.386 -0.897
86 Cl 2.308 -2.776 -0.007
87 Cl 4.921 -2.605 0.487
88 Cl 4.163 -3.399 -2.268
89 Cl 3.901 -0.674 -1.364


Entry 6:
# C22H47ClFN3O2Si

3 unconnected molecules or ions with the total composition C22H47ClFN3O2Si (the ωB97M-V functional and the def2-TZVPD basis, OMol25).

Computed properties:
E_tot in eV: -55259.8572
LUMO level (spin up / spin down) in eV: 0.66 / 0.42
2S+1: 3

Element x y z (Å)
1 N 7.681 4.236 2.485
2 C 7.473 5.451 1.685
3 C 6.250 6.280 2.142
4 C 5.312 5.578 3.119
5 C 4.524 4.422 2.453
6 Si 2.784 4.839 2.012
7 F 1.901 4.905 3.347
8 Cl 2.633 6.663 1.103
9 H 8.554 3.800 2.209
10 H 6.959 3.550 2.285
11 H 7.398 5.247 0.610
12 H 8.374 6.053 1.817
13 H 6.593 7.217 2.588
14 H 5.659 6.563 1.266
15 H 5.862 5.208 3.983
16 H 4.614 6.329 3.502
17 H 5.014 4.134 1.515
18 H 4.496 3.539 3.098
19 H 2.195 3.836 1.112
20 C -0.718 -0.772 1.420
21 C 0.506 0.117 1.207
22 C 0.302 1.027 -0.009
23 C 0.336 0.267 -1.334
24 C 1.638 -0.520 -1.474
25 C 1.920 -1.459 -0.294
26 N 1.757 -0.683 0.983
27 O 2.813 -0.068 1.336
28 C 1.015 -2.697 -0.349
29 C 3.360 -1.952 -0.353
30 C 0.701 0.951 2.464
31 H -1.553 -0.154 1.755
32 H -1.056 -1.268 0.521
33 H -0.529 -1.529 2.183
34 H 1.088 1.789 -0.012
35 H -0.651 1.550 0.111
36 H -0.529 -0.397 -1.417
37 H 0.256 0.977 -2.159
38 H 1.630 -1.118 -2.389
39 H 2.470 0.186 -1.561
40 H 1.054 -3.242 0.595
41 H 1.381 -3.358 -1.136
42 H -0.023 -2.481 -0.578
43 H 4.068 -1.130 -0.399
44 H 3.478 -2.567 -1.246
45 H 3.599 -2.558 0.521
46 H 0.920 0.319 3.326
47 H -0.217 1.503 2.673
48 H 1.512 1.664 2.352
49 C -6.348 -3.112 -0.412
50 C -5.246 -2.093 -0.716
51 C -5.597 -1.243 -1.940
52 C -5.514 -2.017 -3.253
53 C -4.134 -2.649 -3.425
54 C -3.707 -3.525 -2.241
55 N -3.918 -2.749 -0.971
56 O -2.933 -2.005 -0.672
57 C -4.465 -4.857 -2.236
58 C -2.221 -3.851 -2.343
59 C -5.099 -1.209 0.517
60 H -7.219 -2.574 -0.037
61 H -6.677 -3.681 -1.273
62 H -6.023 -3.810 0.361
63 H -4.904 -0.396 -1.983
64 H -6.598 -0.829 -1.796
65 H -6.295 -2.780 -3.300
66 H -5.703 -1.338 -4.085
67 H -4.101 -3.262 -4.329
68 H -3.394 -1.853 -3.552
69 H -4.332 -5.372 -1.284
70 H -4.060 -5.491 -3.024
71 H -5.528 -4.757 -2.429
72 H -1.615 -2.954 -2.435
73 H -2.063 -4.469 -3.228
74 H -1.882 -4.404 -1.467
75 H -4.767 -1.793 1.376
76 H -6.072 -0.773 0.750
77 H -4.387 -0.405 0.357


So what do the calculations give for largest force on an atom? Going down the list: 0.64; 1.78; 3.02; 4.64; 3.79; 0.71 eV/A.